{"formula": "C11H18CuNO7", "method": "ωB97M-V/def2-TZVPD", "elements": ["Cu", "C", "C", "C", "C", "C", "C", "N", "O", "C", "C", "C", "H", "H", "H", "H", "H", "H", "H", "H", "H", "H", "H", "H", "H", "H", "H", "H", "H", "H", "C", "O", "O", "O", "C", "O", "O", "O"], "positions_angstrom": [[24.3378, -19.7205, 4.2530], [28.7755, -24.9320, 7.2073], [28.9926, -23.5788, 7.9730], [29.8826, -23.8098, 9.2588], [31.3034, -24.1452, 8.8688], [31.8865, -22.9836, 8.0174], [30.9548, -22.5686, 6.7646], [29.5602, -22.4530, 7.1655], [28.7335, -21.9836, 6.0005], [31.2896, -23.4419, 5.4696], [31.5489, -21.2132, 6.3377], [27.6312, -23.1062, 8.5805], [28.1344, -24.7043, 6.3557], [28.3344, -25.7623, 7.7588], [29.6839, -25.4399, 6.8833], [29.4063, -24.5503, 9.9013], [30.0242, -22.9324, 9.8898], [31.3454, -25.1349, 8.4141], [32.0423, -24.0102, 9.6586], [32.7916, -23.4289, 7.6043], [32.0673, -22.1654, 8.7144], [31.6912, -22.9016, 4.6124], [30.4153, -23.9189, 5.0267], [32.0140, -24.2350, 5.6549], [31.5844, -20.6044, 7.2411], [31.0417, -20.6932, 5.5250], [32.5909, -21.2429, 6.0192], [27.8277, -22.4607, 9.4365], [27.0442, -23.9692, 8.8947], [26.9479, -22.7276, 7.8203], [26.9237, -14.6184, 4.9895], [26.1421, -15.4973, 5.3414], [28.0974, -14.8145, 4.9897], [26.4213, -13.6036, 4.4658], [20.3019, -19.8617, 2.4489], [20.7568, -18.7916, 2.9020], [19.4280, -19.8264, 1.5892], [20.9186, -20.9299, 2.6002]], "forces_ev_per_angstrom": [[-0.3516, 0.1071, -0.1592], [0.2128, 0.2393, -0.0015], [-0.1274, 0.5050, 0.8033], [0.4959, 0.0591, -0.7119], [0.3877, 0.9275, -0.2149], [-1.9096, -1.6790, -1.8981], [1.5978, 0.0343, -0.5121], [-0.5682, 0.4428, -0.8209], [1.3604, -1.6560, 2.0021], [-0.6810, -0.8740, 0.1172], [-0.2366, 0.9584, 0.8123], [0.0468, -0.8794, -1.0161], [0.1567, -0.0333, -0.1782], [-0.6476, 0.3343, 0.6698], [0.4210, 0.6175, -0.4512], [-0.0392, -0.3589, -0.0575], [-0.7610, 0.5568, -0.2409], [0.4151, 0.0425, -0.2116], [-0.3148, -1.1753, 0.9414], [0.5047, 0.6712, -0.0330], [0.0420, 0.2558, -0.3757], [0.1050, 0.5527, 0.2871], [-0.3370, 0.0250, 0.4208], [0.1874, -0.2580, 0.3271], [-0.3752, 0.5926, -0.0945], [-0.5410, -0.2261, 0.3072], [0.3025, -0.7214, 0.0022], [-0.3246, 0.3106, -0.3127], [0.2978, -0.4599, 0.6240], [0.5495, 0.8872, -0.0706], [-2.6777, 0.6544, -1.6563], [-3.4059, -3.4747, 2.1607], [7.5714, -0.7007, 0.5902], [-1.3960, 3.7994, -1.0829], [2.1000, 1.9758, -1.0818], [0.6387, 2.1883, 2.2748], [-4.6885, -0.3155, -2.8948], [1.9898, -3.9257, 1.7361]], "lowdin_charge": [0.259, -0.060, -0.476, -0.179, -0.229, -0.139, -0.484, -0.171, -0.329, -0.066, -0.093, -0.058, 0.074, 0.051, 0.047, 0.098, 0.102, 0.091, 0.084, 0.089, 0.098, 0.051, 0.052, 0.042, 0.064, 0.080, 0.059, 0.068, 0.054, 0.073, -1.243, -0.079, -0.085, -0.154, -1.205, -0.169, -0.167, -0.148], "total_charge": -4, "total_energy_ha": -2651.23640}